Here is the molecule C9H13N2OPS at a distorted geometry from the Open Molecules 2025 dataset. Energies are from ωB97M-V with the def2-TZVPD basis set.

Results
E_LUMO (spin up / spin down) = -0.95 / -2.14 eV
Frontier orbital gap (spin up / spin down) = 0.2724 / 0.2011 Ha
Spin multiplicity = 1

```
27
Properties=species:S:1:pos:R:3:forces:R:3:nbo_charge:R:1
S 2.616709 1.822211 1.235653 0.523 1.619 1.527 0.06
P -1.358834 1.568897 -0.104089 1.528 -1.093 2.472 1.87
O -2.375913 1.853427 -1.068486 -2.525 0.695 -2.225 -1.07
N 0.228784 1.592188 -0.827642 -1.114 -0.266 1.276 -0.71
N -1.683583 0.135759 0.808721 1.965 1.067 -0.172 -0.74
C 3.296360 -0.421398 -0.106791 -2.183 0.257 -0.753 -0.16
C -0.703869 -0.003787 1.896259 -2.577 -0.653 1.429 -0.41
C -3.041443 -0.337539 0.894082 0.176 -2.052 -2.986 -0.41
C 2.307208 0.685164 0.120972 3.190 -2.161 -0.398 -0.27
C 1.120043 0.604728 -0.576445 -0.095 -1.075 -1.067 0.13
C 1.702504 -1.619650 -1.398401 -3.080 -0.080 0.189 -0.18
C 0.648214 2.902857 -1.181861 2.224 1.504 0.312 -0.41
C 2.916192 -1.530629 -0.818080 3.017 -0.546 0.106 -0.24
C 0.824677 -0.590949 -1.175564 -3.408 -1.361 -2.566 -0.19
H 1.449567 3.358031 -0.537297 -1.113 -0.515 -0.011 0.21
H 1.340315 -2.503821 -1.914481 0.293 0.146 -0.092 0.22
H -0.237608 -0.631563 -1.670440 2.153 -0.040 0.899 0.22
H 3.598695 -2.363530 -1.063135 0.056 0.698 0.556 0.22
H -1.103464 0.131544 2.943601 -0.046 0.659 -1.083 0.19
H -0.231164 3.487415 -1.141641 -0.688 1.147 -0.218 0.22
H -0.283590 -0.962538 2.014501 0.534 -1.557 -0.686 0.20
H 1.132547 2.994801 -2.160569 -0.608 -0.611 -0.303 0.21
H -3.519523 -0.040594 1.774803 -0.797 0.516 1.444 0.19
H -3.502801 0.150185 -0.012105 -0.195 -0.824 1.081 0.24
H 4.314632 -0.396501 0.167678 0.746 0.623 0.934 0.23
H -3.139470 -1.524926 0.789238 0.404 2.486 0.182 0.19
H 0.062129 0.659801 1.689067 1.622 1.416 0.149 0.20
```
Positions in Å, forces in eV/Å.